1.
{"formula": "AsF6O10S2V", "method": "wB97M-V/def2-TZVPD", "elements": ["O", "V", "O", "S", "O", "O", "O", "O", "S", "O", "O", "O", "O", "As", "F", "F", "F", "F", "F", "F"], "coordinates": [[1.558164, 0.324670, 1.710842], [0.431304, 0.806790, 0.732692], [0.894494, 2.105130, -0.135028], [-2.147086, 0.901880, 2.860752], [-1.838626, -0.516040, 3.031942], [-1.163576, 1.593490, 1.985342], [-3.421586, 1.014660, 2.123652], [-2.205766, 1.553220, 4.197032], [-1.806346, -0.691980, -0.300408], [-1.659456, -1.454450, -1.496158], [-0.686566, -0.964760, 0.533642], [-1.710036, 0.760660, -0.419228], [-2.937646, -1.123560, 0.544142], [2.328834, -0.636510, -2.236278], [2.683164, -2.173490, -1.396888], [3.848104, -0.018120, -1.385368], [2.207324, 1.025820, -2.937568], [0.859534, -1.193540, -3.075298], [1.379314, -0.248330, -0.734808], [3.386454, -1.065540, -3.603008]], "atomic_forces_ev_per_a": [[1.1, 0.2, 1.0], [-4.5, 0.7, 0.0], [0.0, -0.3, 1.1], [-3.0, -2.1, 0.1], [0.9, -0.1, 0.8], [3.6, 0.8, -0.9], [-0.5, 1.1, 1.0], [0.3, 0.9, 0.3], [-5.0, 0.1, 2.2], [-0.3, -1.1, -3.4], [7.1, -0.7, 3.5], [-0.2, 1.7, -2.1], [-0.9, -0.2, -2.1], [0.2, 1.4, 1.9], [-0.4, 0.7, -1.4], [-1.4, -0.5, -0.9], [-0.2, -1.8, 0.6], [2.1, 0.5, 0.8], [1.5, -1.1, -3.0], [-0.6, -0.2, 0.3]], "largest_force_ev_per_a": 7.97, "gap_ev": 4.412, "charge": -4}

2.
{"formula": "C27H37N7O2", "method": "wB97M-V/def2-TZVPD", "elements": ["C", "C", "N", "N", "C", "C", "O", "N", "C", "C", "C", "N", "C", "C", "C", "N", "C", "C", "C", "C", "C", "C", "C", "C", "O", "C", "C", "C", "C", "C", "C", "C", "C", "C", "N", "N", "H", "H", "H", "H", "H", "H", "H", "H", "H", "H", "H", "H", "H", "H", "H", "H", "H", "H", "H", "H", "H", "H", "H", "H", "H", "H", "H", "H", "H", "H", "H", "H", "H", "H", "H", "H", "H"], "coordinates": [[4.066087, 1.143302, -0.768817], [3.422917, 0.015143, -0.051325], [3.863841, -1.181068, -0.153303], [3.264720, -2.199432, 0.486464], [3.839735, -3.504075, 0.217466], [3.089156, -4.189231, -0.942812], [3.582648, -4.332398, -2.038726], [1.857420, -4.596819, -0.591494], [0.883570, -5.010012, -1.576225], [0.022482, -3.831092, -2.044349], [-0.918133, -3.326359, -0.945602], [-1.214593, -1.912425, -1.094028], [-1.828547, -1.364408, 0.099485], [-1.948067, 0.148414, -0.019866], [-2.814285, 0.544615, -1.220595], [-2.878433, 2.006207, -1.281158], [-3.096636, 2.593999, -2.590416], [-2.907283, 4.108449, -2.517926], [-3.888521, 4.723563, -1.529456], [-3.707907, 4.033293, -0.184262], [-3.864826, 2.526052, -0.349344], [-2.188091, -0.116474, -2.449429], [-2.053156, -1.624114, -2.241064], [2.155450, -2.081872, 1.292374], [1.617686, -3.063808, 1.789467], [1.712189, -0.715622, 1.456768], [0.698998, -0.103543, 2.164152], [0.773381, 1.259874, 1.803966], [-0.094270, 2.351150, 2.214909], [0.101762, 3.625158, 1.682061], [-0.724083, 4.669712, 2.046743], [-1.759106, 4.459019, 2.944402], [-1.962424, 3.196466, 3.475823], [-1.136982, 2.147723, 3.116924], [1.776491, 1.461750, 0.948400], [2.336170, 0.283855, 0.745083], [4.901582, 0.772622, -1.352532], [4.408316, 1.888044, -0.052300], [3.337406, 1.622488, -1.420125], [3.768078, -4.110360, 1.123185], [4.878202, -3.352022, -0.075648], [1.525316, -4.360491, 0.337548], [1.440420, -5.414556, -2.424470], [0.256913, -5.794778, -1.145642], [0.684534, -3.014538, -2.338330], [-0.545288, -4.141791, -2.921901], [-1.838037, -3.939293, -0.927704], [-0.429532, -3.439767, 0.025550], [-1.199044, -1.618096, 0.955427], [-2.831202, -1.800526, 0.273316], [-0.960157, 0.583787, -0.167591], [-2.356060, 0.549189, 0.907540], [-3.830781, 0.122004, -1.091248], [-2.365328, 2.192401, -3.290753], [-4.110069, 2.370955, -2.976404], [-1.888058, 4.313415, -2.187160], [-3.042288, 4.536276, -3.513250], [-3.716343, 5.797508, -1.436743], [-4.911166, 4.574498, -1.885520], [-2.708230, 4.236962, 0.201375], [-4.438822, 4.396927, 0.540509], [-3.726172, 2.047366, 0.621033], [-4.892720, 2.299938, -0.695743], [-1.195990, 0.304716, -2.615303], [-2.800311, 0.047460, -3.337207], [-1.594342, -2.063390, -3.128570], [-3.059748, -2.069601, -2.119481], [0.018224, -0.577566, 2.838187], [0.908031, 3.772413, 0.981089], [-0.564207, 5.653672, 1.630119], [-2.406831, 5.275690, 3.226849], [-2.768938, 3.029138, 4.174915], [-1.303153, 1.169022, 3.540645]], "atomic_forces_ev_per_a": [[0.0, 0.1, 0.0], [0.4, -0.1, -0.3], [0.5, 0.6, -0.6], [-0.5, 0.0, 0.6], [0.1, -0.4, -0.2], [0.3, 0.1, 0.6], [0.2, 0.0, -0.4], [-0.5, -0.2, 0.2], [-0.1, 0.1, -0.4], [-0.1, -0.2, 0.2], [0.2, 0.0, -0.2], [-0.1, -0.1, 0.1], [0.1, 0.2, 0.1], [-0.3, -0.3, 0.0], [0.3, -0.1, 0.1], [-0.1, -0.1, -0.1], [0.2, 0.2, -0.1], [-0.3, -0.1, -0.1], [0.3, 0.0, 0.1], [-0.3, -0.1, -0.1], [0.1, 0.2, 0.3], [-0.3, -0.1, 0.1], [0.2, 0.2, -0.2], [0.3, -0.3, -0.2], [-0.2, 0.1, 0.3], [-0.4, 0.7, 0.2], [0.4, -0.1, -0.2], [0.5, -0.8, -0.2], [-0.3, 0.5, 0.1], [0.0, -0.2, 0.0], [0.0, 0.1, 0.0], [0.0, 0.0, 0.0], [-0.1, 0.1, 0.1], [0.2, 0.0, -0.2], [0.0, 0.8, -0.2], [-0.6, -1.0, 0.6], [0.0, -0.1, 0.0], [0.0, 0.1, 0.0], [0.0, 0.1, 0.0], [0.0, 0.1, -0.1], [-0.2, 0.0, 0.1], [0.2, 0.0, -0.1], [-0.1, -0.1, 0.1], [0.1, 0.0, -0.1], [0.0, 0.0, -0.1], [0.0, 0.0, -0.1], [0.0, 0.0, 0.1], [-0.1, 0.0, 0.0], [-0.1, -0.1, 0.0], [0.0, 0.0, 0.0], [0.1, 0.0, 0.0], [0.0, 0.1, 0.1], [0.1, 0.0, 0.0], [-0.1, 0.0, 0.0], [0.0, 0.0, 0.0], [0.1, 0.0, 0.0], [0.1, 0.0, 0.0], [-0.1, 0.0, 0.0], [-0.1, 0.0, 0.0], [0.0, 0.0, 0.1], [0.0, 0.0, 0.1], [-0.1, 0.0, 0.0], [0.0, 0.0, 0.0], [0.1, 0.1, -0.1], [0.0, 0.1, 0.0], [-0.1, 0.0, 0.0], [0.0, 0.0, 0.0], [-0.2, -0.2, 0.1], [0.1, 0.1, -0.1], [0.0, 0.1, 0.0], [-0.1, 0.1, 0.0], [-0.1, 0.0, 0.1], [0.0, -0.1, 0.0]], "largest_force_ev_per_a": 1.32, "gap_ev": 8.616, "smiles": "Cc1nn(CC(=O)NCCCN2CCC(N3CCCCC3)CC2)c(=O)c2cc(-c3ccccc3)nn12", "de_lowest_kcal_mol": 0.0}

3.
{"formula": "C33H44HfIN2O5SSi", "method": "wB97M-V/def2-TZVPD", "elements": ["Hf", "C", "C", "N", "C", "C", "C", "O", "C", "C", "N", "C", "C", "C", "C", "C", "C", "I", "C", "O", "H", "H", "H", "H", "H", "H", "H", "H", "H", "H", "H", "H", "C", "C", "C", "C", "C", "C", "C", "H", "H", "H", "H", "H", "C", "C", "C", "C", "O", "Si", "S", "O", "C", "C", "C", "C", "O", "C", "C", "C", "C", "H", "H", "H", "H", "H", "H", "H", "H", "H", "H", "H", "H", "H", "H", "H", "H", "H", "H", "H", "H", "H", "H", "H", "H", "H", "H", "H"], "coordinates": [[0.347348, 0.548121, -0.086478], [1.308940, -2.872279, -2.348752], [2.417450, -1.988093, -1.869204], [3.612792, -2.288058, -2.211144], [4.668240, -1.574221, -1.640807], [4.553837, -0.741140, -0.593568], [5.786686, -0.141889, 0.008533], [6.044213, -0.601077, 1.337789], [3.230295, -0.405335, -0.091534], [3.066807, 0.381566, 0.996626], [1.823119, 0.854109, 1.399366], [1.694714, 1.647007, 2.524413], [2.662449, 2.585942, 2.911694], [2.481129, 3.407380, 4.006836], [1.314158, 3.341215, 4.755243], [0.342245, 2.417962, 4.403597], [0.541544, 1.572430, 3.325167], [-0.894190, 0.098099, 2.960042], [2.071100, -0.814974, -0.980964], [0.939094, -1.373845, -0.075248], [1.703223, -3.537537, -3.114654], [0.467793, -2.302776, -2.741155], [0.934146, -3.449439, -1.503239], [5.642414, -1.785404, -2.066094], [5.696616, 0.945322, 0.082328], [6.645100, -0.369482, -0.633036], [5.704334, -1.501353, 1.387186], [3.932581, 0.677798, 1.581429], [3.553815, 2.685072, 2.305646], [3.250783, 4.124847, 4.263063], [1.160953, 3.993641, 5.603762], [-0.567495, 2.339656, 4.981245], [1.542036, 0.410201, -1.755231], [0.690317, 0.180759, -2.946136], [-0.715374, 0.109275, -2.858805], [-1.532416, 0.010676, -3.976890], [-0.966489, -0.090144, -5.238847], [0.419051, -0.071811, -5.357193], [1.224174, 0.079419, -4.242868], [-1.255066, 0.134918, -1.898789], [-2.607995, -0.004755, -3.852145], [-1.591730, -0.176533, -6.116734], [0.875800, -0.154021, -6.336372], [2.300773, 0.126099, -4.345346], [1.051313, 5.394630, 1.146939], [-0.309944, 6.024576, 0.882139], [-0.175534, 7.540565, 0.786616], [-1.292543, 5.653905, 1.987617], [-0.773144, 5.606640, -0.404275], [-1.534987, 4.281957, -1.018690], [-1.290193, 2.539821, 0.110868], [-1.096691, 4.151210, -2.584172], [0.129644, 4.417491, -3.278777], [1.336955, 3.967787, -2.473561], [0.036560, 3.618135, -4.569627], [0.201211, 5.912488, -3.568592], [-3.154227, 4.531761, -0.998577], [-3.956347, 5.571503, -1.546942], [-4.159796, 6.638917, -0.478271], [-3.322337, 6.188233, -2.787021], [-5.285371, 4.919496, -1.906673], [1.423054, 5.697496, 2.125794], [1.768432, 5.712358, 0.389122], [0.976608, 4.306770, 1.130759], [0.224148, 7.948631, 1.715015], [-1.145837, 7.998627, 0.594991], [0.498022, 7.801797, -0.029547], [-0.943496, 6.060755, 2.938211], [-1.375223, 4.574983, 2.091062], [-2.278416, 6.064814, 1.775852], [1.283663, 2.911853, -2.207939], [1.429765, 4.549732, -1.559623], [2.245588, 4.111768, -3.060877], [-0.022579, 2.554040, -4.347599], [0.916560, 3.793078, -5.189737], [-0.852274, 3.910153, -5.129740], [0.201166, 6.478204, -2.637069], [-0.647172, 6.226486, -4.175779], [1.118131, 6.140487, -4.114838], [-3.208590, 7.108776, -0.235382], [-4.570538, 6.190090, 0.425951], [-4.846845, 7.409021, -0.831657], [-2.376154, 6.665353, -2.539781], [-3.990737, 6.945583, -3.201116], [-3.135699, 5.427675, -3.542114], [-5.718757, 4.450049, -1.024631], [-5.128538, 4.151386, -2.662790], [-5.986795, 5.658628, -2.295028]], "atomic_forces_ev_per_a": [[0.3, -0.3, -0.1], [0.0, 0.0, 0.0], [0.0, 0.1, -0.1], [0.0, 0.0, 0.0], [0.1, 0.1, 0.1], [0.0, 0.0, 0.0], [0.0, 0.1, -0.1], [0.0, -0.1, 0.1], [0.1, 0.0, 0.0], [-0.1, 0.0, -0.1], [0.1, 0.1, -0.2], [0.0, 0.0, 0.0], [0.1, 0.0, 0.0], [0.0, 0.0, 0.0], [0.0, 0.0, 0.0], [0.0, 0.0, 0.0], [0.1, 0.1, 0.1], [-0.1, -0.1, 0.1], [-0.1, -0.6, 0.2], [0.0, 0.9, -0.2], [0.0, 0.0, 0.0], [0.0, 0.0, 0.0], [0.0, 0.0, 0.0], [0.0, 0.0, 0.0], [0.0, 0.0, 0.0], [0.0, 0.0, 0.0], [0.0, 0.0, 0.0], [-0.1, -0.1, 0.0], [0.0, 0.0, 0.0], [0.0, 0.0, 0.0], [0.0, 0.0, 0.0], [0.0, 0.0, 0.0], [-0.5, -0.1, 0.4], [0.2, 0.1, 0.0], [-0.1, 0.1, -0.1], [0.1, -0.1, 0.0], [0.0, 0.0, 0.0], [0.0, 0.0, 0.0], [0.0, -0.1, 0.0], [0.1, 0.1, -0.2], [0.0, 0.0, 0.0], [0.0, 0.0, 0.0], [0.0, 0.0, 0.0], [0.0, 0.0, 0.0], [0.0, 0.0, 0.0], [0.1, 0.0, 0.0], [0.0, 0.0, 0.0], [0.0, 0.0, 0.0], [0.0, -0.1, -0.1], [0.1, -0.1, -0.1], [-0.1, -0.2, 0.3], [0.0, 0.1, 0.2], [-0.1, -0.1, -0.1], [0.0, 0.0, 0.0], [0.0, 0.0, 0.0], [0.1, 0.0, 0.0], [0.0, -0.1, 0.0], [-0.1, 0.0, 0.0], [0.0, 0.0, 0.0], [-0.1, 0.1, 0.0], [0.0, 0.0, 0.0], [0.0, 0.0, 0.1], [0.0, 0.0, 0.0], [0.0, 0.0, 0.0], [0.0, 0.0, 0.1], [0.0, 0.0, 0.0], [0.0, 0.0, 0.0], [0.0, 0.0, 0.0], [0.0, -0.1, 0.0], [-0.1, 0.0, 0.0], [0.0, 0.0, -0.1], [0.0, 0.1, 0.1], [0.0, 0.0, 0.0], [0.0, 0.0, 0.0], [0.0, 0.0, 0.0], [0.0, 0.0, 0.0], [0.0, 0.0, 0.0], [-0.1, 0.0, 0.0], [0.0, 0.0, 0.0], [0.1, 0.0, 0.0], [0.0, 0.0, 0.0], [0.0, 0.0, 0.0], [0.1, 0.0, 0.0], [0.0, 0.0, 0.0], [0.0, 0.0, 0.0], [0.0, 0.0, 0.0], [0.0, 0.0, 0.0], [0.0, 0.0, 0.0]], "largest_force_ev_per_a": 0.93, "gap_ev": 6.051, "charge": -1, "de_lowest_kcal_mol": 50.1}

Number 1 is which compound? AsF6O10S2V

What did the first record say?
{"formula": "AsF6O10S2V", "method": "wB97M-V/def2-TZVPD", "elements": ["O", "V", "O", "S", "O", "O", "O", "O", "S", "O", "O", "O", "O", "As", "F", "F", "F", "F", "F", "F"], "coordinates": [[1.558164, 0.324670, 1.710842], [0.431304, 0.806790, 0.732692], [0.894494, 2.105130, -0.135028], [-2.147086, 0.901880, 2.860752], [-1.838626, -0.516040, 3.031942], [-1.163576, 1.593490, 1.985342], [-3.421586, 1.014660, 2.123652], [-2.205766, 1.553220, 4.197032], [-1.806346, -0.691980, -0.300408], [-1.659456, -1.454450, -1.496158], [-0.686566, -0.964760, 0.533642], [-1.710036, 0.760660, -0.419228], [-2.937646, -1.123560, 0.544142], [2.328834, -0.636510, -2.236278], [2.683164, -2.173490, -1.396888], [3.848104, -0.018120, -1.385368], [2.207324, 1.025820, -2.937568], [0.859534, -1.193540, -3.075298], [1.379314, -0.248330, -0.734808], [3.386454, -1.065540, -3.603008]], "atomic_forces_ev_per_a": [[1.1, 0.2, 1.0], [-4.5, 0.7, 0.0], [0.0, -0.3, 1.1], [-3.0, -2.1, 0.1], [0.9, -0.1, 0.8], [3.6, 0.8, -0.9], [-0.5, 1.1, 1.0], [0.3, 0.9, 0.3], [-5.0, 0.1, 2.2], [-0.3, -1.1, -3.4], [7.1, -0.7, 3.5], [-0.2, 1.7, -2.1], [-0.9, -0.2, -2.1], [0.2, 1.4, 1.9], [-0.4, 0.7, -1.4], [-1.4, -0.5, -0.9], [-0.2, -1.8, 0.6], [2.1, 0.5, 0.8], [1.5, -1.1, -3.0], [-0.6, -0.2, 0.3]], "largest_force_ev_per_a": 7.97, "gap_ev": 4.412, "charge": -4}